1.
# C4H10BrNO

A 2-piece molecular cluster, C4H10BrNO overall in a non-equilibrium geometry (ωB97M-V/def2-TZVPD, the Open Molecules 2025 dataset).

XYZ file:
```
17
Properties=species:S:1:pos:R:3:mulliken_charge:R:1
C 1.4787 1.5667 1.2425 -1.07
C -1.1262 -2.2859 -0.2334 -1.22
C 1.1069 2.1308 -0.0244 -0.23
C -1.3576 -0.9551 -0.8289 -0.10
N -0.7515 1.3533 -0.4600 -0.36
O -0.3855 -0.0163 -0.4655 -0.10
Br -1.9260 1.7832 0.9620 -0.10
H 1.1619 0.6497 1.4726 0.36
H 2.4934 1.5974 1.4207 0.42
H 1.1428 2.2889 1.9344 0.34
H -0.1612 -2.7739 -0.4812 0.29
H -1.1289 -2.3103 0.7771 0.39
H -1.8805 -3.0827 -0.4494 0.36
H 0.9229 3.1720 -0.0096 0.28
H 1.6374 1.8514 -0.8483 0.31
H -2.4052 -0.4700 -0.5101 0.21
H -1.5110 -0.9726 -1.9583 0.22
```

Electronic energy ... -77884.8531 eV
Total charge ... 0
Frontier orbital gap ... 9.0 eV
Relative energy (zero: lowest compared OMol25 entry of this formula, charge and spin) ... 525.3 kJ/mol
Maximum force ... 5.0 eV/A

---

2.
# C4H10BrPS

The molecule C4H10BrPS in a non-equilibrium geometry (ωB97M-V/def2-TZVPD, the Open Molecules 2025 dataset).

XYZ file:
```
17
Properties=species:S:1:pos:R:3:mulliken_charge:R:1
C -1.5483 -1.8348 -0.1381 -1.45
C -1.1342 -0.4627 0.2176 -0.06
C -0.0110 0.0496 -0.6715 -0.29
C 0.9813 0.8956 0.0373 -0.87
S 0.3671 2.8748 0.2946 -0.14
P 2.7201 1.1855 -0.6795 0.06
Br 3.4581 -0.6425 0.2380 -0.20
H -1.9238 -1.8720 -1.1606 0.36
H -0.6830 -2.5282 -0.1696 0.36
H -2.4004 -2.0686 0.5017 0.36
H -0.6237 -0.4530 1.2843 0.21
H -2.0904 0.1431 0.2622 0.28
H -0.5814 0.7014 -1.4134 0.27
H 0.4220 -0.8225 -1.2320 0.40
H 0.9364 0.7364 1.1964 0.53
H -0.7473 2.3278 0.7759 0.11
H 2.8586 1.7699 0.6566 0.10
```

Electronic energy ... -94475.3504 eV
Total charge ... 0
Frontier orbital gap ... 9.7 eV
Relative energy (zero: lowest compared OMol25 entry of this formula, charge and spin) ... 186.3 kJ/mol
Maximum force ... 3.2 eV/A
SMILES ... CCC[C@H](S)PBr

---

3.
# C4H10Cl4O2

A 3-piece molecular cluster, C4H10Cl4O2 overall in a non-equilibrium geometry (ωB97M-V/def2-TZVPD, the Open Molecules 2025 dataset).

XYZ file:
```
20
Properties=species:S:1:pos:R:3:mulliken_charge:R:1
Cl 1.1237 1.5275 3.2305 -0.11
C 2.3291 1.5715 4.5293 -0.29
Cl 3.9619 1.7096 3.8911 -0.14
H 2.1341 2.4236 5.1679 0.29
H 2.2366 0.6444 5.0810 0.26
Cl -1.4013 -1.7547 1.0915 -0.18
C -1.2979 -0.0027 1.3252 -0.20
Cl -2.7282 0.8222 0.7003 -0.13
H -1.1970 0.2023 2.3837 0.28
H -0.4206 0.3716 0.8079 0.26
O -1.8576 -1.3979 -2.1622 -0.44
C -1.1848 -0.3277 -2.8033 -0.16
C 0.0780 -0.7920 -3.4900 -0.37
O 1.1563 -0.8607 -2.5638 -0.52
H -1.7593 -1.2411 -1.2205 0.18
H -1.8268 0.2917 -3.4379 0.30
H -0.8599 0.4045 -2.0487 0.14
H 0.3640 -0.0615 -4.2497 0.27
H -0.1077 -1.7609 -3.9585 0.28
H 1.2576 -1.7697 -2.2740 0.29
```

Electronic energy ... -58494.1515 eV
Total charge ... 0
Frontier orbital gap ... 10.5 eV
Relative energy (zero: lowest compared OMol25 entry of this formula, charge and spin) ... 1.9 kJ/mol
Maximum force ... 1.1 eV/A
SMILES ... ClCCl.ClCCl.OCCO